# 1
12
Properties=species:S:1:pos:R:3:lowdin_charge:R:1 method="wB97M-V/def2-TZVPD" smiles=Cc1cc[nH]n1 e_homo_ev=-9.248 relative_energy_kcal_mol=47.2 gap_ha=0.380
C -1.272 0.602 -1.322 -0.075
C -0.129 0.146 -0.396 -0.428
C -0.332 -0.273 0.924 -0.104
C 0.888 -0.539 1.519 -0.084
N 1.720 -0.316 0.419 -0.090
N 1.122 0.013 -0.682 0.041
H -2.225 0.026 -0.919 0.088
H -1.535 1.769 -1.372 0.094
H -0.950 0.274 -2.488 0.122
H -1.355 -0.420 1.328 0.104
H 1.361 -0.612 2.641 0.162
H 2.708 -0.670 0.347 0.169

# 2
12
Properties=species:S:1:pos:R:3:lowdin_charge:R:1 method="wB97M-V/def2-TZVPD" smiles="C/C(N)=C/C#N" e_homo_ev=-8.774 relative_energy_kcal_mol=19.0 gap_ha=0.349
C 1.523 -0.535 -0.031 -0.040
C 0.133 0.061 -0.057 -0.468
N 0.060 1.410 0.071 0.113
C -0.882 -0.759 0.024 -0.113
C -2.262 -0.268 0.033 -0.247
N -3.338 0.122 -0.045 0.117
H 2.268 0.235 -0.230 0.064
H 1.639 -0.873 1.081 0.125
H 1.595 -1.409 -0.743 0.101
H 0.892 1.966 -0.199 0.113
H -0.857 1.898 -0.015 0.122
H -0.772 -1.849 0.111 0.114

# 3
12
Properties=species:S:1:pos:R:3:lowdin_charge:R:1 method="wB97M-V/def2-TZVPD" smiles=N#CCN1CC1 e_homo_ev=-9.822 relative_energy_kcal_mol=46.7 gap_ha=0.395
N 2.492 1.542 -0.510 0.146
C 1.870 0.582 -0.340 -0.211
C 1.055 -0.629 -0.163 -0.187
N -0.116 -0.414 0.687 -0.116
C -1.415 -0.515 0.037 -0.145
C -0.897 0.797 0.485 -0.145
H 0.785 -0.987 -1.167 0.121
H 1.681 -1.400 0.296 0.121
H -2.185 -1.039 0.597 0.102
H -1.427 -0.694 -1.039 0.105
H -0.573 1.501 -0.281 0.105
H -1.269 1.255 1.398 0.106

# 4
12
Properties=species:S:1:pos:R:3:lowdin_charge:R:1 method="wB97M-V/def2-TZVPD" smiles="C1=NC1.C=C=N" e_homo_ev=-9.210 relative_energy_kcal_mol=90.6 gap_ha=0.376
C 1.299 -0.670 0.852 -0.191
N 0.676 0.114 1.604 0.107
C 1.575 0.715 0.535 -0.168
H 1.411 -1.736 0.689 0.110
H 2.493 1.190 0.884 0.074
H 1.072 1.218 -0.295 0.069
C -2.085 0.272 -0.135 -0.009
C -1.320 -0.386 -0.970 -0.295
N -0.653 -1.065 -1.750 0.131
H -2.683 1.114 -0.462 0.056
H -2.097 -0.016 0.910 0.055
H 0.312 -0.749 -1.862 0.061

# 5
12
Properties=species:S:1:pos:R:3:lowdin_charge:R:1 method="wB97M-V/def2-TZVPD" smiles=N1[C@H]2[C@@H]1[C@H]1N[C@@H]21 e_homo_ev=-9.172 relative_energy_kcal_mol=94.0 gap_ha=0.385
N -0.956 -1.264 -0.291 0.066
C -1.084 0.160 -0.216 -0.246
C -0.014 -0.375 -1.062 -0.169
C 1.068 0.371 -0.194 -0.186
N 1.007 0.048 1.200 0.040
C -0.041 0.886 0.691 -0.185
H -0.545 -1.706 0.536 0.082
H -2.010 0.612 -0.533 0.129
H 0.067 -0.441 -2.150 0.128
H 1.994 0.793 -0.597 0.131
H 0.767 -0.910 1.425 0.084
H -0.253 1.826 1.191 0.126

# 6
12
Properties=species:S:1:pos:R:3:lowdin_charge:R:1 method="wB97M-V/def2-TZVPD" smiles=C[C@H]1N[C@H]1C#N e_homo_ev=-10.001 relative_energy_kcal_mol=55.9 gap_ha=0.383
C -1.276 0.812 -0.253 -0.053
C -0.519 -0.416 0.177 -0.327
N 0.050 -1.354 -0.797 0.070
C 0.929 -0.564 0.029 -0.331
C 1.741 0.474 -0.551 -0.161
N 2.841 0.753 -0.345 0.172
H -0.767 1.335 -1.070 0.076
H -2.271 0.516 -0.599 0.080
H -1.401 1.514 0.577 0.084
H -0.909 -0.919 1.054 0.134
H 0.008 -0.986 -1.748 0.105
H 1.551 -1.082 0.774 0.151

# 7
12
Properties=species:S:1:pos:R:3:lowdin_charge:R:1 method="wB97M-V/def2-TZVPD" smiles="C=CC#N.C=N" e_homo_ev=-10.097 relative_energy_kcal_mol=48.1 gap_ha=0.395
C 0.396 0.005 1.680 0.022
C 1.011 1.058 1.143 -0.176
C 1.775 0.944 -0.069 -0.252
N 2.381 0.853 -1.053 0.138
H 0.433 -0.978 1.223 0.060
H -0.194 0.112 2.585 0.068
H 0.947 2.050 1.579 0.098
C -1.042 -0.734 -1.649 -0.124
N -1.562 -1.052 -0.536 0.019
H 0.045 -0.649 -1.723 0.041
H -1.607 -0.525 -2.565 0.066
H -2.581 -1.084 -0.613 0.041

# 8
12
Properties=species:S:1:pos:R:3:lowdin_charge:R:1 method="wB97M-V/def2-TZVPD" e_homo_ev=-7.967 relative_energy_kcal_mol=158.5 gap_ha=0.332
C -0.774 -0.954 0.630 -0.090
C -0.090 0.530 0.688 -0.240
C 0.778 -0.927 -0.052 -0.112
C 1.323 0.497 0.344 -0.095
N -1.598 -0.288 -0.341 -0.085
N -1.140 0.987 -0.071 -0.009
H 1.038 -1.801 0.366 0.049
H 0.592 -0.916 -1.097 0.096
H 1.647 1.141 -0.447 0.093
H 1.930 0.527 1.323 0.134
H -2.618 -0.349 -0.416 0.120
H -1.088 1.553 -0.927 0.140

# 9
12
Properties=species:S:1:pos:R:3:lowdin_charge:R:1 method="wB97M-V/def2-TZVPD" e_homo_ev=-8.866 relative_energy_kcal_mol=93.3 gap_ha=0.351
C 2.481 0.084 0.232 0.018
C 1.311 -0.321 -0.185 -0.164
N 0.565 -1.029 -0.912 0.011
N -0.512 -1.522 -0.361 -0.011
C -1.223 -0.652 0.311 -0.183
C -1.599 0.738 -0.132 -0.087
H 2.642 1.104 0.540 0.047
H 3.337 -0.574 0.218 0.061
H -1.928 -1.115 0.996 0.092
H -2.655 0.916 0.071 0.071
H -1.005 1.471 0.415 0.067
H -1.415 0.900 -1.193 0.078

# 10
12
Properties=species:S:1:pos:R:3:lowdin_charge:R:1 method="wB97M-V/def2-TZVPD" smiles=Cc1cnc[nH]1 e_homo_ev=-8.484 relative_energy_kcal_mol=48.1 gap_ha=0.341
C 0.457 -0.866 1.417 -0.054
C 0.177 0.112 0.381 -0.312
C 0.829 1.143 -0.285 -0.128
N 0.363 1.336 -1.635 0.023
C -0.698 0.506 -1.700 -0.236
N -0.997 0.140 -0.421 0.001
H 0.628 -1.838 0.971 0.078
H -0.463 -1.203 1.942 0.088
H 1.236 -0.765 2.142 0.074
H 1.887 1.544 -0.001 0.124
H -1.543 0.448 -2.500 0.139
H -1.876 -0.558 -0.312 0.202

# 11
12
Properties=species:S:1:pos:R:3:lowdin_charge:R:1 method="wB97M-V/def2-TZVPD" e_homo_ev=-22.558 relative_energy_kcal_mol=129.9 charge=+2 gap_ha=0.301
C -1.757 0.192 -0.005 -0.025
C 0.565 -1.160 0.009 0.158
C 1.889 -0.473 -0.004 0.174
C -0.524 1.065 0.008 0.029
N -1.875 -0.995 0.000 0.485
N 0.495 0.086 -0.002 0.022
H -2.749 0.731 -0.031 0.271
H -0.028 -2.077 0.006 0.190
H 2.462 -0.431 -0.933 0.153
H 2.475 -0.392 0.914 0.152
H -0.469 1.741 -0.866 0.195
H -0.482 1.713 0.905 0.196

# 12
13
Properties=species:S:1:pos:R:3:lowdin_charge:R:1 method="wB97M-V/def2-TZVPD" smiles=COc1c[nH]cn1 e_homo_ev=-8.084 relative_energy_kcal_mol=26.2 gap_ha=0.332
C -2.139 -0.813 -0.316 -0.081
O -1.542 0.440 0.025 -0.068
C -0.193 0.396 0.067 -0.381
C 0.695 1.421 0.298 -0.027
N 1.935 0.795 0.284 0.035
C 1.729 -0.516 0.048 -0.199
N 0.459 -0.788 -0.094 0.101
H -2.284 -0.874 -1.400 0.090
H -3.093 -0.868 0.205 0.085
H -1.503 -1.647 -0.016 0.069
H 0.597 2.483 0.463 0.111
H 2.828 1.231 0.444 0.145
H 2.512 -1.258 -0.009 0.119

Record-wise largest force on an atom values, in eV Å⁻¹: 4.3; 3.9; 1.1; 0.7; 1.2; 2.0; 1.1; 4.1; 3.6; 6.9; 1.4; 0.3